Record 1
{"formula": "C49H127N5O16", "method": "ωB97M-V/def2-TZVPD", "total_energy_ha": -3420.1409, "charge": 1, "spin_multiplicity": 2, "homo_lumo_gap_ev": [7.722, 2.379], "species": ["C", "O", "C", "C", "N", "C", "C", "O", "C", "H", "H", "H", "H", "H", "H", "H", "H", "H", "H", "H", "H", "H", "H", "H", "C", "O", "C", "C", "N", "C", "C", "O", "C", "H", "H", "H", "H", "H", "H", "H", "H", "H", "H", "H", "H", "H", "H", "H", "C", "O", "C", "C", "N", "C", "C", "O", "C", "H", "H", "H", "H", "H", "H", "H", "H", "H", "H", "H", "H", "H", "H", "H", "C", "O", "C", "C", "N", "C", "C", "O", "C", "H", "H", "H", "H", "H", "H", "H", "H", "H", "H", "H", "H", "H", "H", "H", "C", "C", "C", "O", "C", "N", "H", "H", "H", "H", "H", "H", "H", "H", "H", "H", "H", "C", "C", "C", "O", "H", "H", "H", "H", "H", "H", "H", "H", "C", "C", "C", "O", "H", "H", "H", "H", "H", "H", "H", "H", "C", "C", "C", "O", "H", "H", "H", "H", "H", "H", "H", "H", "C", "C", "C", "O", "H", "H", "H", "H", "H", "H", "H", "H", "C", "C", "C", "O", "H", "H", "H", "H", "H", "H", "H", "H", "C", "C", "C", "O", "H", "H", "H", "H", "H", "H", "H", "H", "C", "C", "C", "O", "H", "H", "H", "H", "H", "H", "H", "H"], "positions_angstrom": [[2.17, -5.75, 2.58], [1.90, -4.46, 3.19], [2.93, -3.96, 3.94], [2.39, -2.76, 4.70], [1.28, -3.10, 5.59], [0.93, -2.00, 6.54], [-0.40, -2.19, 7.35], [-1.49, -2.64, 6.57], [-2.51, -3.25, 7.28], [1.30, -6.39, 2.67], [2.97, -6.28, 3.09], [2.51, -5.73, 1.54], [3.78, -3.64, 3.32], [3.26, -4.74, 4.62], [2.07, -2.01, 3.98], [3.19, -2.26, 5.25], [0.51, -3.45, 5.05], [0.97, -1.02, 6.07], [1.74, -1.99, 7.26], [-0.64, -1.24, 7.83], [-0.16, -2.93, 8.11], [-3.34, -3.53, 6.63], [-2.88, -2.52, 8.00], [-2.26, -4.18, 7.79], [3.96, 5.56, -2.50], [3.20, 5.02, -1.44], [2.87, 5.90, -0.37], [1.92, 7.00, -0.75], [1.70, 7.74, 0.46], [0.63, 8.77, 0.37], [0.43, 9.42, 1.79], [0.10, 8.34, 2.66], [0.03, 8.55, 4.07], [3.81, 6.60, -2.79], [3.97, 4.90, -3.38], [5.00, 5.50, -2.20], [3.75, 6.30, 0.13], [2.42, 5.27, 0.40], [1.00, 6.55, -1.12], [2.31, 7.65, -1.54], [1.42, 7.13, 1.21], [-0.29, 8.27, 0.05], [0.92, 9.47, -0.41], [-0.34, 10.17, 1.59], [1.33, 9.94, 2.11], [-0.15, 7.59, 4.54], [-0.82, 9.18, 4.35], [0.98, 8.93, 4.44], [0.84, 2.77, -2.96], [0.38, 2.12, -1.78], [1.25, 2.29, -0.63], [0.82, 1.31, 0.47], [1.08, -0.09, 0.11], [0.48, -1.04, 1.01], [0.69, -2.52, 0.50], [-0.24, -2.83, -0.53], [-0.31, -4.28, -0.80], [0.17, 2.46, -3.77], [1.83, 2.48, -3.32], [0.67, 3.84, -2.90], [1.24, 3.33, -0.29], [2.27, 2.00, -0.90], [-0.26, 1.40, 0.57], [1.35, 1.63, 1.36], [0.66, -0.19, -0.80], [-0.58, -0.80, 0.97], [0.78, -0.79, 2.03], [0.46, -3.16, 1.35], [1.73, -2.69, 0.24], [-0.37, -4.86, 0.12], [0.55, -4.63, -1.38], [-1.22, -4.39, -1.38], [-1.49, 4.92, -0.27], [-1.03, 4.34, 0.93], [-1.10, 5.13, 2.13], [-0.48, 4.27, 3.26], [-1.29, 3.07, 3.47], [-0.53, 2.07, 4.22], [-1.40, 0.78, 4.37], [-1.58, 0.17, 3.09], [-2.14, -1.12, 3.26], [-1.18, 5.96, -0.39], [-2.58, 4.85, -0.22], [-1.18, 4.24, -1.05], [-2.14, 5.41, 2.32], [-0.55, 6.07, 2.05], [-0.51, 4.89, 4.15], [0.57, 4.07, 3.06], [-1.54, 2.75, 2.55], [-0.27, 2.45, 5.21], [0.38, 1.88, 3.65], [-2.40, 1.03, 4.74], [-0.90, 0.13, 5.09], [-2.52, -1.50, 2.32], [-2.99, -1.07, 3.94], [-1.45, -1.85, 3.68], [-1.84, -7.11, 3.07], [-1.89, -5.59, 3.33], [-3.11, -4.95, 2.62], [-2.91, -5.07, 1.21], [-3.63, -4.02, 0.49], [-1.84, -5.38, 4.78], [-1.08, -7.59, 3.69], [-1.62, -7.26, 2.01], [-2.82, -7.55, 3.27], [-0.99, -5.13, 2.92], [-3.01, -3.92, 2.96], [-4.07, -5.33, 2.96], [-3.18, -3.03, 0.57], [-4.66, -3.91, 0.82], [-3.58, -4.16, -0.59], [-1.79, -4.40, 4.99], [-0.91, -5.68, 5.04], [-3.57, 1.67, -1.76], [-3.32, 0.14, -2.16], [-3.14, -0.86, -0.96], [-4.38, -0.37, -2.92], [-3.85, 2.15, -2.70], [-2.70, 2.28, -1.50], [-4.37, 1.81, -1.04], [-2.46, 0.15, -2.83], [-4.06, -1.34, -0.62], [-2.60, -0.43, -0.12], [-2.54, -1.73, -1.23], [-4.16, -1.21, -3.32], [-2.04, 0.83, -8.02], [-2.82, 1.25, -6.82], [-2.00, 1.59, -5.59], [-3.68, 2.35, -7.05], [-1.91, -0.24, -7.83], [-1.07, 1.33, -8.07], [-2.57, 1.01, -8.96], [-3.40, 0.40, -6.49], [-1.56, 0.70, -5.13], [-2.61, 2.10, -4.85], [-1.16, 2.25, -5.78], [-4.41, 2.22, -6.45], [1.51, 6.43, -5.20], [0.59, 5.76, -6.29], [1.31, 4.54, -6.93], [-0.55, 5.26, -5.67], [2.45, 6.75, -5.66], [1.80, 5.75, -4.40], [1.05, 7.31, -4.77], [0.26, 6.52, -7.00], [2.34, 4.79, -7.17], [0.79, 4.22, -7.83], [1.35, 3.70, -6.22], [-1.07, 4.91, -6.40], [-3.61, -4.94, -3.74], [-4.35, -3.75, -4.34], [-5.63, -3.53, -3.50], [-3.48, -2.64, -4.17], [-3.31, -4.74, -2.71], [-2.63, -5.11, -4.19], [-4.24, -5.83, -3.70], [-4.51, -3.84, -5.41], [-5.37, -3.17, -2.50], [-6.14, -4.48, -3.37], [-6.22, -2.79, -4.04], [-2.71, -2.69, -4.74], [3.44, 0.47, 2.92], [4.20, 1.76, 3.15], [3.41, 3.00, 2.84], [4.51, 1.73, 4.54], [2.44, 0.52, 3.37], [3.99, -0.38, 3.32], [3.38, 0.16, 1.88], [5.15, 1.81, 2.62], [4.02, 3.89, 2.99], [2.49, 3.06, 3.42], [3.21, 2.88, 1.77], [5.07, 0.96, 4.61], [1.66, -7.99, -2.67], [1.46, -9.30, -1.86], [2.32, -9.38, -0.52], [0.09, -9.35, -1.41], [1.28, -7.19, -2.03], [1.17, -8.01, -3.64], [2.72, -7.75, -2.74], [1.69, -10.13, -2.53], [3.39, -9.51, -0.70], [1.95, -10.28, -0.04], [2.18, -8.57, 0.19], [-0.49, -9.38, -2.18], [2.63, -1.22, -3.39], [3.70, -1.32, -2.31], [5.06, -1.21, -2.86], [3.58, -0.16, -1.47], [2.42, -0.23, -3.80], [1.65, -1.60, -3.07], [2.85, -1.81, -4.29], [3.56, -2.23, -1.73], [5.02, -0.43, -3.62], [5.48, -2.13, -3.28], [5.80, -0.89, -2.12], [2.86, -0.27, -0.85]], "mulliken_spin": [0.001, -0.007, 0.042, 0.032, 0.805, -0.003, 0.003, -0.001, 0.002, 0.000, 0.001, 0.000, -0.001, 0.002, 0.040, 0.013, -0.043, 0.059, 0.035, 0.001, 0.004, 0.000, 0.000, -0.001, 0.000, 0.000, 0.000, 0.000, 0.000, 0.000, 0.000, 0.000, 0.000, 0.000, 0.000, 0.000, 0.000, 0.000, 0.000, 0.000, 0.000, 0.000, 0.000, 0.000, 0.000, 0.000, 0.000, 0.000, 0.000, 0.001, 0.002, -0.007, 0.000, -0.013, 0.008, 0.000, 0.000, 0.000, 0.000, 0.000, 0.001, 0.001, 0.000, 0.003, 0.001, 0.003, 0.008, -0.002, -0.001, 0.000, 0.000, 0.000, 0.000, 0.000, 0.000, 0.000, 0.000, -0.001, -0.001, 0.001, -0.003, 0.000, 0.000, 0.000, 0.000, 0.000, 0.000, 0.000, 0.000, 0.000, 0.001, 0.000, 0.005, 0.000, 0.000, 0.002, 0.000, 0.001, 0.000, 0.000, 0.000, -0.001, 0.000, 0.000, 0.000, -0.001, 0.000, 0.000, 0.000, 0.000, 0.000, 0.003, -0.001, 0.000, 0.000, 0.000, 0.000, 0.000, 0.000, 0.000, 0.000, 0.000, 0.000, 0.000, 0.000, 0.000, 0.000, 0.000, 0.000, 0.000, 0.000, 0.000, 0.000, 0.000, 0.000, 0.000, 0.000, 0.000, 0.000, 0.000, 0.000, 0.000, 0.000, 0.000, 0.000, 0.000, 0.000, 0.000, 0.000, 0.000, 0.000, 0.000, 0.000, 0.000, 0.000, 0.000, 0.000, 0.000, 0.000, 0.000, 0.000, -0.003, 0.003, 0.000, 0.000, 0.006, -0.002, 0.002, 0.000, 0.000, 0.000, 0.000, 0.000, 0.000, 0.000, 0.000, 0.000, 0.000, 0.000, 0.000, 0.000, 0.000, 0.000, 0.000, 0.000, 0.000, 0.000, 0.000, 0.000, 0.000, 0.000, 0.000, 0.000, 0.000, 0.000, 0.000, 0.000]}

Record 2
{"formula": "C49H28I4N5NiOS", "method": "ωB97M-V/def2-TZVPD", "total_energy_ha": -5330.4548, "e_above_lowest_ev": 0.0000, "charge": -1, "spin_multiplicity": 1, "homo_lumo_gap_ev": [4.922, 4.920], "species": ["Ni", "I", "C", "C", "C", "C", "C", "C", "C", "C", "C", "C", "C", "C", "C", "C", "C", "C", "I", "C", "C", "C", "N", "C", "C", "C", "C", "C", "C", "I", "C", "C", "C", "C", "C", "C", "N", "C", "C", "C", "C", "C", "N", "C", "C", "C", "C", "I", "C", "C", "C", "C", "N", "H", "H", "H", "H", "H", "H", "H", "H", "H", "H", "H", "H", "H", "H", "H", "H", "H", "H", "H", "H", "H", "H", "H", "H", "O", "N", "C", "C", "C", "C", "C", "S", "H", "H", "H", "H"], "positions_angstrom": [[0.54, 1.17, 0.74], [-2.63, 7.82, 6.80], [-2.09, 6.16, 5.65], [-1.18, 5.24, 6.14], [-0.83, 4.14, 5.38], [-1.39, 3.89, 4.12], [-2.23, 4.90, 3.62], [-2.60, 6.00, 4.37], [-1.01, 2.75, 3.26], [0.06, 1.87, 3.57], [0.34, 1.31, 4.88], [1.25, 0.33, 4.70], [1.59, 0.32, 3.31], [2.64, -0.35, 2.74], [3.37, -1.40, 3.49], [4.11, -1.14, 4.65], [4.77, -2.17, 5.31], [4.69, -3.46, 4.80], [5.69, -5.01, 5.80], [3.97, -3.74, 3.65], [3.31, -2.70, 3.00], [3.06, -0.10, 1.42], [2.34, 0.57, 0.51], [3.09, 0.56, -0.64], [2.57, 0.78, -1.90], [3.46, 0.57, -3.08], [4.18, 1.60, -3.65], [5.01, 1.37, -4.74], [5.11, 0.09, -5.25], [6.35, -0.27, -6.89], [4.40, -0.96, -4.69], [3.57, -0.72, -3.60], [1.21, 0.95, -2.13], [0.59, 0.90, -3.42], [-0.75, 0.94, -3.21], [-0.94, 1.05, -1.80], [0.25, 1.07, -1.16], [-2.19, 1.25, -1.18], [-2.30, 1.63, 0.14], [-3.52, 2.05, 0.79], [-3.17, 2.61, 1.96], [-1.73, 2.47, 2.09], [-1.24, 1.83, 1.00], [-3.41, 1.14, -2.02], [-3.72, -0.08, -2.63], [-4.85, -0.21, -3.43], [-5.66, 0.90, -3.63], [-7.37, 0.72, -4.83], [-5.36, 2.12, -3.06], [-4.23, 2.23, -2.26], [4.37, -0.03, -0.39], [4.34, -0.48, 0.89], [0.79, 1.22, 2.64], [-0.73, 5.39, 7.11], [-0.06, 3.50, 5.78], [-2.58, 4.85, 2.60], [-3.26, 6.75, 3.94], [-0.18, 1.54, 5.79], [1.64, -0.35, 5.44], [4.17, -0.13, 5.02], [5.34, -1.96, 6.20], [3.91, -4.74, 3.27], [2.73, -2.90, 2.10], [4.10, 2.60, -3.24], [5.57, 2.18, -5.18], [4.49, -1.96, -5.09], [3.01, -1.53, -3.13], [1.12, 0.82, -4.36], [-1.53, 0.91, -3.95], [-4.51, 1.91, 0.39], [-3.82, 2.99, 2.73], [-3.08, -0.93, -2.46], [-5.09, -1.16, -3.88], [-5.99, 2.98, -3.23], [-3.98, 3.19, -1.82], [5.15, -0.15, -1.12], [5.10, -1.02, 1.43], [0.03, -1.31, 1.22], [-0.61, -1.99, 0.32], [-1.96, -2.02, 0.40], [-2.75, -2.71, -0.48], [-2.12, -3.40, -1.52], [-0.75, -3.37, -1.60], [0.07, -2.68, -0.68], [1.77, -2.70, -0.74], [-2.34, -1.44, 1.23], [-3.82, -2.70, -0.36], [-2.70, -3.96, -2.24], [-0.23, -3.90, -2.38]], "lowdin_charge": [0.565, 0.819, -0.754, -0.157, -0.026, -0.135, -0.037, -0.154, -0.050, -0.200, -0.012, 0.013, -0.213, -0.058, -0.182, -0.036, -0.159, -0.740, 0.814, -0.136, 0.001, -0.236, 0.087, -0.241, -0.073, -0.207, -0.018, -0.157, -0.741, 0.816, -0.140, -0.015, -0.218, 0.011, 0.004, -0.213, 0.095, -0.066, -0.216, 0.000, -0.020, -0.217, 0.081, -0.184, -0.018, -0.142, -0.741, 0.822, -0.153, -0.030, 0.002, 0.001, 0.079, 0.091, 0.088, 0.105, 0.092, 0.100, 0.111, 0.120, 0.087, 0.095, 0.092, 0.122, 0.087, 0.093, 0.086, 0.113, 0.108, 0.110, 0.110, 0.105, 0.093, 0.089, 0.123, 0.114, 0.114, -0.172, -0.235, -0.055, -0.117, -0.125, -0.127, -0.717, 0.577, 0.126, 0.096, 0.094, 0.086]}